Record 1
6
Properties=species:S:1:pos:R:3:forces:R:3 method="wB97M-V/def2-TZVPD" homo_lumo_gap_ha=0.4310 lumo_energy_ev=0.6 spin_multiplicity=1 total_energy_ev=-7208.462 fmax_ev_per_a=5.08 relative_energy_ev=4.084
O 0.78772 -1.10092 1.45431 0.17 -0.47 1.54
C 0.66474 -0.43444 0.50798 0.81 0.82 -4.95
O -0.40455 0.44335 0.39072 -0.63 -0.24 1.43
O -0.79489 0.96044 -0.87267 3.70 0.99 -0.09
H 1.37594 -0.46050 -0.48035 -1.63 0.26 2.11
H -1.62896 0.59207 -1.00000 -2.43 -1.35 -0.04

Record 2
9
Properties=species:S:1:pos:R:3:forces:R:3 method="wB97M-V/def2-TZVPD" homo_lumo_gap_ha="0.2253 / 0.2254" lumo_energy_ev="2.6 / 2.6" spin_multiplicity=1 total_energy_ev=-38169.383 total_charge=-1 fmax_ev_per_a=5.76 relative_energy_ev=2.483
C -0.07775 0.87827 -0.29079 -1.50 1.71 0.53
O 0.63783 -2.49253 -0.45445 1.21 0.52 -0.81
O -1.16119 -1.89522 0.94251 1.07 1.61 -0.28
O 1.05535 -0.93214 1.41228 2.07 0.80 1.34
P 0.17237 1.87681 -1.65171 0.88 -1.24 -1.45
S -0.70973 1.22873 1.17330 -0.25 0.94 0.63
S 0.18401 -1.51837 0.50046 -3.44 -4.62 -0.31
H -0.10054 -0.23455 -0.60862 0.21 -0.40 -0.28
H -0.00035 3.08902 -1.02297 -0.25 0.68 0.63

Record 3
8
Properties=species:S:1:pos:R:3:forces:R:3 method="wB97M-V/def2-TZVPD" homo_lumo_gap_ha=0.3516 lumo_energy_ev=0.0 spin_multiplicity=1 total_energy_ev=-28879.837 fmax_ev_per_a=2.65 relative_energy_ev=1.610
C -0.28366 -0.27005 -0.11472 -2.22 -1.11 -0.64
O 0.30571 -0.68704 1.07806 0.23 -0.24 0.98
O 1.97400 0.87917 -0.17780 1.32 0.12 0.68
O -1.14734 -1.17976 -0.74519 -0.94 -0.11 1.64
S -0.87572 1.39324 -0.10225 2.32 0.54 0.59
S 1.48236 -0.49069 -0.07972 -0.47 -0.04 -1.22
H -1.98690 -1.35456 -0.17516 2.26 0.66 -1.21
H 0.53154 1.70968 0.31677 -2.50 0.17 -0.82

Record 4
8
Properties=species:S:1:pos:R:3:forces:R:3 method="wB97M-V/def2-TZVPD" homo_lumo_gap_ha=0.3532 lumo_energy_ev=4.4 spin_multiplicity=1 total_energy_ev=-18551.786 total_charge=-1 fmax_ev_per_a=3.14 relative_energy_ev=0.233
C -0.93318 0.27267 0.43483 -2.18 -1.73 0.29
O 1.81011 -0.62915 0.62538 0.30 -0.45 0.33
O 1.62939 -0.18858 -1.88950 -0.54 0.28 -0.67
O -0.61247 -0.84751 -0.44366 1.89 0.26 0.74
O 0.01411 1.15864 0.05622 1.36 0.34 -1.15
P 1.02497 -0.25110 -0.55870 -2.50 0.81 1.72
H -2.05765 0.41140 0.20922 1.49 0.81 0.10
H -0.87529 0.07363 1.56621 0.18 -0.32 -1.35

Record 5
8
Properties=species:S:1:pos:R:3:forces:R:3 method="wB97M-V/def2-TZVPD" homo_lumo_gap_ha="0.4017 / 0.2873" lumo_energy_ev="-11.5 / -15.4" s2=8.770 spin_multiplicity=6 total_energy_ev=-12237.983 total_charge=+2 fmax_ev_per_a=6.86
O 0.23014 0.75618 -0.62345 0.87 0.30 -0.84
Rh 1.84779 -0.11077 -0.09186 2.58 0.23 -0.16
O 0.62187 -1.25544 0.70034 -0.30 -1.24 0.23
H 0.34177 -1.44501 1.59822 -0.06 -0.54 1.26
C -0.78712 0.17225 -0.08986 -5.31 3.51 -2.55
O -1.31029 0.94933 0.82940 0.57 -1.59 0.64
O -1.70238 -0.44072 -0.81918 1.84 -0.31 2.01
H -1.29549 -1.05643 -1.44768 -0.19 -0.35 -0.60

Record 6
8
Properties=species:S:1:pos:R:3:forces:R:3 method="wB97M-V/def2-TZVPD" homo_lumo_gap_ha=0.4491 lumo_energy_ev=0.5 spin_multiplicity=1 total_energy_ev=-20092.272 fmax_ev_per_a=4.02 relative_energy_ev=1.967
C -1.11714 -0.02259 -0.06586 3.11 -0.23 2.53
O 1.59346 -1.23166 -0.10055 0.98 0.18 0.18
O 1.84075 1.27427 -0.01693 0.70 0.09 -0.01
O -0.16363 0.14511 -1.03922 0.65 1.90 -1.07
O -0.02731 0.13659 1.15210 -1.49 -0.27 -1.81
S 1.09396 0.08553 0.02867 -1.96 -0.61 -0.13
H -1.89602 0.63963 0.19374 -0.58 1.19 -0.43
H -1.32407 -1.02688 -0.15196 -1.43 -2.25 0.74

Record 7
8
Properties=species:S:1:pos:R:3:forces:R:3 method="wB97M-V/def2-TZVPD" homo_lumo_gap_ha=0.4194 lumo_energy_ev=0.2 spin_multiplicity=1 total_energy_ev=-17138.544 fmax_ev_per_a=6.50 relative_energy_ev=0.461
O 0.99264 0.89470 1.37921 -0.54 0.58 2.04
Si 1.53663 0.26976 0.15404 0.79 -0.83 -3.41
O 0.84266 0.37992 -1.32740 5.39 -2.90 2.18
H 2.80437 -0.50129 -0.19986 -0.86 0.51 0.59
H 0.10266 0.76098 -1.60887 -4.81 2.59 -1.39
O -2.29019 0.52393 0.33972 0.48 -0.85 0.53
C -2.06286 -0.59971 0.57589 -1.04 2.55 -1.14
O -1.92590 -1.72829 0.68727 0.58 -1.65 0.60

Record 8
8
Properties=species:S:1:pos:R:3:forces:R:3 method="wB97M-V/def2-TZVPD" homo_lumo_gap_ha="0.3319 / 0.2514" lumo_energy_ev="-11.5 / -13.7" s2=2.005 spin_multiplicity=3 total_energy_ev=-40767.538 total_charge=+2 fmax_ev_per_a=4.66
O -0.46598 0.70990 -0.53605 2.79 -1.62 1.11
Yb 1.30266 -0.47194 0.37415 1.17 -1.79 1.33
O 2.04062 -2.05805 1.50244 -1.99 3.48 -2.38
H 1.63197 -2.54438 2.21717 0.18 -0.68 0.50
C -1.67865 0.86463 -0.70074 -1.71 0.50 -0.32
O -2.22768 1.86256 -0.09560 -0.13 0.11 -0.13
O -2.45381 0.15344 -1.43463 -0.17 -0.03 0.29
H -2.08267 -0.72458 -1.62699 -0.15 0.04 -0.40

Record 9
5
Properties=species:S:1:pos:R:3:forces:R:3 method="wB97M-V/def2-TZVPD" homo_lumo_gap_ha="0.2968 / 0.2491" lumo_energy_ev="-0.7 / -0.7" spin_multiplicity=1 total_energy_ev=-19642.078 fmax_ev_per_a=2.70 relative_energy_ev=3.184
C -0.37211 0.43231 -0.54099 1.85 0.36 0.17
P 0.72436 1.19608 0.42274 -0.39 1.31 0.10
P 0.96389 -0.73429 -0.37945 -1.16 -1.75 1.69
H -1.21257 0.57061 -1.14387 -1.29 0.10 -0.47
H -0.10357 -1.46471 1.64158 0.99 -0.02 -1.49

Record 10
5
Properties=species:S:1:pos:R:3:forces:R:3 method="wB97M-V/def2-TZVPD" homo_lumo_gap_ha=0.3509 lumo_energy_ev=-0.2 spin_multiplicity=1 total_energy_ev=-22738.775 fmax_ev_per_a=1.57 relative_energy_ev=0.360
C 1.01897 -0.40111 -0.00971 0.68 -0.29 1.38
S 0.97866 -0.99614 -1.43676 -0.22 0.30 -0.07
S 1.19873 0.01387 1.49930 -0.32 -0.05 -1.29
H -1.56494 1.06993 0.06374 -0.17 -1.22 -0.30
H -1.63142 0.31345 -0.11657 0.02 1.27 0.27